The following is a DFT calculation (wB97M-V/def2-TZVPD) of a molecular structure, C13H14N4OReS2.

The largest force on an atom comes out at 1.8 eV Å⁻¹. The calculation puts the HOMO energy (alpha / beta) at -0.5481 / -0.5524 hartree. The total charge is +2. Its spin multiplicity is 4. The calculation puts the orbital gap (alpha / beta) at 6.7650 / 6.3662 eV. Its LUMO energy (alpha / beta) is -0.2995 / -0.3184 hartree.

Each line ends with the Mulliken charge.
Geometry (Å):
Re  -0.54401  -0.30451  0.62718  0.695
C  0.55738  3.46618  2.37045  -0.877
C  0.07166  4.40603  1.46670  -0.390
C  -0.52042  3.96271  0.29744  -0.756
C  -0.61882  2.59497  0.04973  1.333
N  -0.14666  1.68533  0.94091  0.042
C  0.41776  2.12519  2.07008  0.153
C  -1.21897  1.98512  -1.13183  0.306
C  -1.78691  2.70400  -2.18118  -0.628
C  -2.34557  2.03971  -3.26000  -0.775
C  -2.33674  0.65035  -3.30471  -0.784
C  -1.77388  -0.08065  -2.26713  -0.435
C  -1.23777  0.56352  -1.15705  0.168
H  1.03504  3.76197  3.29062  0.426
H  0.16197  5.46095  1.67387  0.474
H  -0.90755  4.67077  -0.41448  0.394
H  0.79024  1.36676  2.75209  0.424
H  -1.79586  3.78192  -2.15811  0.380
H  -2.78033  2.60177  -4.07371  0.429
H  -2.76827  0.14258  -4.15249  0.425
H  -1.77447  -1.16074  -2.32357  0.423
C  1.84104  -4.62790  0.07921  -1.041
N  1.61050  -3.20071  0.20911  -0.038
C  2.24530  -2.37824  1.01172  1.080
N  3.26548  -2.74314  1.76900  -0.367
S  1.80739  -0.68882  1.10237  -0.490
H  1.50065  -4.94027  -0.90623  0.344
H  1.26261  -5.17412  0.82912  0.373
H  2.89844  -4.87068  0.17905  0.393
H  0.81956  -2.83039  -0.31061  0.053
H  3.65573  -3.67409  1.73361  0.182
H  3.74525  -2.05642  2.33212  0.226
O  -1.30466  -4.20857  1.16415  -0.338
S  -2.29604  -3.17251  1.01520  0.457
N  -1.52908  -1.85810  0.67740  -0.260

=====

The following is a DFT calculation (wB97M-V/def2-TZVPD) of a molecular structure, C13H15BCoN8O3S.

The largest force on an atom comes out at 1.5 eV Å⁻¹. For the relative energy (zero: lowest compared OMol25 entry of this formula, charge and spin), the calculation gives 0.0 kJ/mol. The calculation puts the HOMO energy (alpha / beta) at -0.4488 / -0.4488 hartree. The total charge is +1. The calculation puts the orbital gap (alpha / beta) at 7.0528 / 7.0522 eV. Its LUMO energy (alpha / beta) is -0.1896 / -0.1896 hartree.

Each line ends with the Mulliken charge.
Geometry (Å):
Co  -0.10199  -0.17444  -0.00252  -0.916
C  0.15996  3.83233  -0.58897  -1.257
C  0.06690  2.52532  -1.04498  0.020
N  -0.02655  1.70248  -0.00123  -0.414
N  0.00742  2.43304  1.12916  0.673
C  0.13293  3.72519  0.78872  0.309
B  -0.00439  1.62174  2.46203  0.731
N  -1.25244  0.69190  2.38976  0.841
C  -2.29491  0.51763  3.20921  0.163
C  -3.13256  -0.44035  2.65970  -1.226
C  -2.50986  -0.82829  1.48185  0.031
N  -1.38410  -0.12330  1.33586  -0.499
N  1.21275  0.67408  2.35678  0.650
C  2.28516  0.48979  3.13579  0.184
C  3.07093  -0.50415  2.58054  -1.321
C  2.39900  -0.90499  1.43045  0.164
N  1.28701  -0.18274  1.31289  -0.336
N  -0.00994  2.39043  3.74879  0.259
C  0.00600  3.70811  4.10300  -0.017
C  0.01944  3.77773  5.46627  -0.728
C  0.01621  2.43166  5.88852  -0.462
N  -0.00039  1.60244  4.86309  -1.048
H  0.24685  4.72995  -1.17489  0.447
H  0.07724  2.14029  -2.05228  0.501
H  0.20011  4.50652  1.51894  0.358
H  -2.37234  1.06476  4.13346  0.496
H  -4.05851  -0.80776  3.06554  0.428
H  -2.80113  -1.56924  0.75487  0.493
H  2.42305  1.06915  4.03310  0.498
H  4.00061  -0.89105  2.95906  0.439
H  2.65535  -1.65678  0.70039  0.487
H  -0.00716  4.51077  3.39164  0.303
H  0.03590  4.66327  6.07824  0.437
H  0.02115  2.03721  6.89339  0.488
C  -0.16675  -2.53087  -2.93696  -0.976
S  0.71916  -1.95471  -1.53441  1.329
O  1.94216  -2.65805  -1.39568  -0.561
O  0.84877  -0.44440  -1.63334  -0.534
O  -0.22365  -2.03665  -0.34720  -0.516
H  0.55510  -2.74153  -3.72323  0.390
H  -0.87685  -1.76602  -3.24234  0.324
H  -0.68102  -3.44158  -2.63241  0.369

=====

The following is a DFT calculation (wB97M-V/def2-TZVPD) of a molecular structure, C13H15CaN6O2.

The largest force on an atom comes out at 2.1 eV Å⁻¹. For the relative energy (zero: lowest compared OMol25 entry of this formula, charge and spin), the calculation gives 0.0 kJ/mol. The calculation puts the HOMO energy at -0.4367 hartree. The total charge is +1. The calculation puts the orbital gap at 8.8148 eV. Its LUMO energy is -0.1128 hartree.

Each line ends with the Mulliken charge.
Geometry (Å):
Ca  14.40606  6.25404  4.69444  2.072
O  16.15899  6.55312  6.31674  -0.712
C  16.72256  7.85914  6.07882  -0.231
C  15.71227  8.96693  5.89909  0.684
C  15.87438  10.27155  6.45005  -0.803
C  14.91324  11.20519  6.18360  -0.215
C  13.88782  10.91941  5.26224  -0.601
C  13.75370  9.63288  4.83796  -0.177
N  14.68760  8.66405  5.08265  -0.515
H  16.93172  5.94433  6.14630  0.205
H  17.29064  7.78579  5.12172  0.277
H  17.41437  8.10472  6.87954  0.270
H  16.69512  10.54960  7.06294  0.409
H  14.89265  12.18620  6.61814  0.431
H  13.10478  11.65710  5.06381  0.343
H  12.83796  9.35233  4.32638  0.430
N  15.69292  5.58922  2.98756  -0.931
C  16.78458  5.19799  3.24181  0.782
N  18.01366  4.83785  3.38652  -0.602
C  18.32546  5.00548  4.67540  0.599
N  18.55383  5.11117  5.81607  -0.582
N  12.29471  5.94830  5.39732  -0.852
C  11.18124  5.94396  5.66281  0.473
N  9.92347  6.02743  5.94910  0.013
C  9.49365  7.03061  6.97093  -0.558
C  8.43632  7.84107  6.25526  -0.593
O  7.35736  7.02835  5.85313  -0.362
C  7.79256  6.16399  4.84815  -0.604
C  8.88032  5.23416  5.27269  -0.469
H  10.30406  7.69740  7.18187  0.425
H  9.09113  6.58440  7.83801  0.274
H  8.87541  8.26100  5.35236  0.374
H  7.99812  8.53706  6.93316  0.383
H  8.22346  6.66787  3.98048  0.359
H  6.88607  5.60660  4.65679  0.350
H  9.33410  4.82519  4.34414  0.366
H  8.58382  4.38122  5.90985  0.289

=====

E_tot list, top to bottom, in a.u.: -1672.10997; -2973.85425; -1660.83770